A molecular structure, C17H20N3OOs, computed with wB97M-V/def2-TZVPD.

Results
- Expectation value of S²: 6.044
- Energy relative to the best compared isomer or geometry (same formula, charge and spin): 223.4 kJ/mol
- Highest occupied orbital energy (alpha / beta): -1.6 / -4.9 eV
- Spin multiplicity: 5
- Kohn-Sham gap (alpha / beta): 3.92 / 6.04 eV
- LUMO energy (alpha / beta): 2.31 / 1.10 eV
- Strongest force on any atom: 5.579 eV/Å
- Total charge: -1

CARTESIAN COORDINATES (ANGSTROEM)
Os  -0.194  0.384  0.466
O  0.229  -2.464  -0.209
N  -0.270  -0.186  6.072
N  -0.174  -1.324  1.722
N  -0.141  -1.728  4.145
C  -2.135  0.235  -0.401
C  -0.268  -0.600  -4.822
C  -1.596  1.511  1.452
C  -2.212  0.301  1.014
C  0.226  -1.669  -3.998
C  2.116  0.092  -0.627
C  -1.137  2.196  0.288
C  1.501  1.544  1.085
C  2.494  -0.477  0.610
C  -1.783  -0.520  -4.372
C  -0.141  -1.430  2.903
C  2.102  0.386  1.662
C  1.510  1.365  -0.358
C  -0.199  -0.829  5.096
C  -1.470  1.412  -0.858
C  0.521  0.638  -4.339
C  0.458  -2.648  -1.439
H  1.456  0.258  -3.931
H  -2.063  0.380  -3.798
H  -0.658  3.160  0.274
H  -2.651  -0.439  1.659
H  1.339  2.145  -1.098
H  1.220  2.449  1.621
H  1.305  -1.849  -3.916
H  -0.323  -2.635  -3.982
H  0.005  1.240  -3.592
H  -2.585  -0.519  -1.033
H  -1.362  1.734  -1.884
H  2.288  0.241  2.729
H  1.539  -2.544  -2.015
H  -2.567  -0.557  -5.174
H  -1.438  1.822  2.476
H  -1.950  -1.420  -3.777
H  2.348  -0.288  -1.626
H  0.882  1.384  -5.092
H  3.051  -1.408  0.739
H  -0.335  -3.254  -2.100

Mulliken atomic charge list, values in e, 2 entries: number 1, Os, carries 0.729; number 2, O, carries -0.459

***

4 unconnected molecules or ions with the total composition C23H39IN6O15P3S, computed with wB97M-V/def2-TZVPD.

Results
- Highest occupied orbital energy: -5.3 eV
- Kohn-Sham gap: 5.53 eV
- LUMO energy: 0.27 eV
- Strongest force on any atom: 7.624 eV/Å
- Total charge: -1

CARTESIAN COORDINATES (ANGSTROEM)
I  -6.619  -2.894  -2.330
S  -0.367  -0.106  -4.768
P  -3.938  3.169  -2.871
P  1.528  -2.549  3.782
P  5.459  2.864  1.124
O  -5.058  4.241  -2.166
O  -0.126  2.229  0.590
O  5.923  4.220  0.323
O  1.175  -0.951  3.737
O  4.288  3.735  1.961
O  -4.834  1.982  -2.981
O  -5.176  -5.501  -2.297
O  0.442  -2.832  5.032
O  6.172  1.838  0.006
O  0.950  1.680  -1.235
O  0.789  -3.285  2.720
O  2.950  -2.244  2.903
O  -2.672  2.587  -3.792
O  6.374  2.571  2.264
O  -3.078  3.124  -1.481
N  -0.781  -5.321  -1.051
N  0.998  -4.802  -2.512
N  -3.135  -3.266  -0.763
N  -3.736  -1.182  1.178
N  0.730  -0.808  -2.307
N  0.640  -3.575  -0.457
C  -2.373  -2.151  -0.626
C  -0.896  -3.178  -2.429
C  -1.215  -2.022  -1.470
C  0.084  1.437  -0.359
C  0.283  -0.432  -3.370
C  4.941  4.912  -0.451
C  -0.757  0.149  -0.459
C  -0.008  -4.218  -1.605
C  2.103  -0.027  4.307
C  -5.221  5.532  -2.783
C  2.905  3.318  1.781
C  -0.428  -0.907  -1.400
C  -0.093  -1.784  5.834
C  -5.095  -4.514  -0.079
C  -1.838  0.009  0.347
C  -4.441  -2.279  1.000
C  -1.322  2.612  -3.321
C  -2.547  4.336  -0.948
C  6.567  2.273  -1.289
C  4.208  -2.599  3.515
C  -5.475  -4.605  -1.584
C  -2.690  -1.140  0.310
C  -4.172  -3.296  0.045
H  -1.196  1.935  -2.481
H  -1.025  3.626  -3.049
H  -6.261  5.650  -3.090
H  -0.752  -1.152  5.240
H  -6.017  -4.408  0.506
H  1.481  -3.084  -0.732
H  -4.976  6.308  -2.055
H  1.412  -5.617  -2.067
H  -0.675  2.272  -4.129
H  4.077  -3.035  4.507
H  5.426  5.322  -1.338
H  -4.579  5.656  -3.657
H  -1.585  4.113  -0.485
H  -3.225  4.728  -0.187
H  2.334  4.151  1.373
H  -1.065  -5.126  -0.100
H  -2.399  5.091  -1.728
H  7.399  2.973  -1.217
H  2.820  2.473  1.099
H  -4.524  -5.429  0.128
H  2.745  0.376  3.524
H  -5.322  -2.413  1.644
H  2.722  -0.498  5.078
H  5.734  2.720  -1.830
H  1.542  0.790  4.760
H  1.764  -4.146  -2.649
H  4.523  5.731  0.135
H  -2.060  0.811  1.053
H  4.133  4.247  -0.770
H  -1.568  -5.565  -1.637
H  0.844  -4.256  0.268
H  4.723  -3.318  2.877
H  -0.289  -2.857  -3.281
H  2.485  3.040  2.746
H  -0.681  -2.244  6.628
H  -1.804  -3.720  -2.716
H  4.824  -1.702  3.606
H  6.902  1.396  -1.843
H  0.697  -1.190  6.293

Mulliken atomic charge list, values in e, 2 entries: number 1, I, carries -0.017; number 2, S, carries -0.403

***

A single C4H8O2 molecule, computed with wB97M-V/def2-TZVPD.

Results
- Energy relative to the best compared isomer or geometry (same formula, charge and spin): 175.7 kJ/mol
- Highest occupied orbital energy: -9.9 eV
- Kohn-Sham gap: 10.88 eV
- LUMO energy: 0.95 eV
- Strongest force on any atom: 1.173 eV/Å

CARTESIAN COORDINATES (ANGSTROEM)
O  1.743  0.845  -0.491
O  -0.552  1.317  -1.393
C  -1.250  -1.012  0.101
C  -0.357  1.306  -0.188
C  1.264  -0.322  0.182
C  -0.201  -0.012  0.577
H  1.354  -1.193  -0.477
H  -0.263  2.247  0.377
H  1.207  0.912  -1.314
H  1.916  -0.483  1.046
H  -1.095  -2.010  0.521
H  -1.225  -1.073  -0.990
H  -0.289  0.159  1.658
H  -2.254  -0.682  0.391

natural (NBO) atomic charge list, values in e, 2 entries: number 1, O, carries -0.715; number 2, O, carries -0.604

***

2 unconnected molecules or ions with the total composition C2H2O3, computed with wB97M-V/def2-TZVPD.

Results
- Energy relative to the best compared isomer or geometry (same formula, charge and spin): 643.5 kJ/mol
- Highest occupied orbital energy: -10.0 eV
- Kohn-Sham gap: 10.29 eV
- LUMO energy: 0.25 eV
- Strongest force on any atom: 3.231 eV/Å

CARTESIAN COORDINATES (ANGSTROEM)
O  -0.837  -0.417  0.024
O  1.089  1.053  -1.027
O  0.095  1.499  -1.938
C  -0.284  -1.014  0.917
C  -0.121  1.439  -0.654
H  -0.709  -1.918  1.492
H  0.768  -0.642  1.186

natural (NBO) atomic charge list, values in e, 2 entries: number 1, O, carries -0.482; number 2, O, carries -0.292

***

A single C6H9N molecule, computed with wB97M-V/def2-TZVPD.

Results
- Energy relative to the best compared isomer or geometry (same formula, charge and spin): 390.5 kJ/mol
- Highest occupied orbital energy (alpha / beta): -7.6 / -7.6 eV
- Kohn-Sham gap (alpha / beta): 7.89 / 7.89 eV
- LUMO energy (alpha / beta): 0.28 / 0.28 eV
- Strongest force on any atom: 0.521 eV/Å

CARTESIAN COORDINATES (ANGSTROEM)
N  -1.452  -1.590  -0.821
C  -1.692  -1.383  0.433
C  -0.068  0.358  0.416
C  1.448  0.129  -1.574
C  -0.908  -0.441  1.150
C  0.095  0.327  -0.961
C  0.673  1.513  1.066
H  1.803  1.091  -1.979
H  2.238  -0.268  -0.918
H  1.342  -0.517  -2.447
H  -2.519  -1.868  0.970
H  1.485  1.909  0.449
H  -2.205  -2.144  -1.242
H  -1.037  -0.289  2.214
H  -0.036  2.325  1.249
H  1.090  1.182  2.019

natural (NBO) atomic charge list, values in e, 2 entries: number 1, N, carries -0.645; number 2, C, carries 0.097

***

8 unconnected molecules or ions with the total composition C26H38Cl6O12, computed with wB97M-V/def2-TZVPD.

Results
- Highest occupied orbital energy: -10.2 eV
- Kohn-Sham gap: 10.48 eV
- LUMO energy: 0.26 eV
- Strongest force on any atom: 3.035 eV/Å

CARTESIAN COORDINATES (ANGSTROEM)
Cl  2.492  3.834  -2.911
Cl  -1.919  -2.721  2.130
Cl  4.472  3.560  -0.685
Cl  -1.512  -0.475  3.991
Cl  2.733  5.955  -1.024
Cl  -3.715  -0.528  2.157
O  1.558  -3.250  -4.340
O  0.356  -1.457  -4.606
O  3.499  0.528  1.783
O  -1.043  4.117  3.201
O  -0.043  1.575  1.346
O  0.138  -0.479  -0.873
O  -3.191  -6.380  -1.372
O  -1.991  0.126  -0.533
O  1.651  3.139  1.622
O  -3.365  -4.379  -2.456
O  -2.489  4.941  1.692
O  4.310  -1.587  1.903
C  -3.040  0.895  -1.153
C  0.936  2.079  3.584
C  2.317  -1.402  -3.014
C  3.316  -0.655  1.738
C  -1.100  0.712  -2.589
C  2.868  4.230  -1.230
C  -1.397  -4.811  -1.242
C  -2.035  3.927  2.541
C  -4.185  3.302  1.727
C  2.202  2.885  3.836
C  1.261  -1.964  -4.039
C  -2.755  -5.323  -1.696
C  -2.926  2.693  2.369
C  -3.678  4.530  1.051
C  0.698  2.218  2.040
C  -2.033  -0.950  2.356
C  2.296  -2.721  1.996
C  2.335  3.777  2.688
C  3.714  -2.837  1.498
C  -2.673  1.094  -2.622
C  1.934  -1.354  1.609
C  -2.496  -3.247  -2.604
C  3.321  -2.525  -2.993
C  2.676  -3.747  -3.557
C  -1.363  -3.372  -1.580
C  -0.870  0.073  -1.253
H  -2.985  1.795  -0.658
H  2.561  -0.413  -3.512
H  -0.588  -5.342  -1.738
H  4.195  -2.250  -3.627
H  -0.533  1.708  -2.609
H  2.203  -4.456  -2.792
H  -0.857  0.043  -3.396
H  3.075  2.261  4.074
H  -2.372  2.027  1.688
H  3.373  3.960  2.398
H  -4.352  5.355  1.082
H  4.278  -3.643  1.858
H  3.267  -4.313  -4.263
H  -3.985  0.386  -0.870
H  -3.168  2.192  3.310
H  -3.022  -2.278  -2.517
H  1.794  -1.280  -2.078
H  -0.393  -2.976  -2.071
H  2.227  -2.818  3.120
H  1.607  -1.258  0.580
H  2.073  3.475  4.744
H  1.158  -0.825  2.166
H  -3.525  4.231  -0.012
H  -2.781  2.147  -2.831
H  -3.241  0.546  -3.341
H  3.741  -2.780  -1.993
H  -4.820  3.627  2.522
H  3.758  -2.920  0.419
H  1.845  4.762  2.892
H  -1.379  -0.394  1.735
H  0.109  2.536  4.028
H  -4.682  2.632  1.005
H  1.045  0.996  3.732
H  -1.060  -5.116  -0.235
H  2.158  3.834  -0.527
H  -1.566  -2.726  -0.723
H  1.645  -3.501  1.605
H  -2.062  -3.251  -3.652

Mulliken atomic charge list, values in e, 2 entries: number 1, Cl, carries -0.154; number 2, Cl, carries -0.113

***

A single C4H9OPS molecule, computed with wB97M-V/def2-TZVPD.

Results
- Energy relative to the best compared isomer or geometry (same formula, charge and spin): 429.3 kJ/mol
- Highest occupied orbital energy: -7.4 eV
- Kohn-Sham gap: 6.74 eV
- LUMO energy: -0.66 eV
- Strongest force on any atom: 4.303 eV/Å

CARTESIAN COORDINATES (ANGSTROEM)
S  2.361  0.147  -0.347
P  -0.102  2.626  -0.096
O  1.503  1.285  0.313
C  0.034  -0.943  0.808
C  -1.081  -0.457  -0.102
C  1.285  -1.277  -0.072
C  -1.040  0.967  -0.819
H  -1.967  -0.672  0.507
H  0.407  -0.218  1.535
H  -0.512  0.979  -1.762
H  -1.155  -1.126  -0.944
H  -0.153  2.883  1.313
H  0.970  -1.677  -0.992
H  1.875  -2.104  0.509
H  -2.034  1.386  -1.104
H  -0.393  -1.801  1.254

natural (NBO) atomic charge list, values in e, 2 entries: number 1, S, carries 0.596; number 2, P, carries 0.710

***

A molecular structure, C15H15CaN2O6, computed with wB97M-V/def2-TZVPD.

Results
- Energy relative to the best compared isomer or geometry (same formula, charge and spin): 0.0 kJ/mol
- Highest occupied orbital energy (alpha / beta): -10.2 / -10.2 eV
- Kohn-Sham gap (alpha / beta): 6.09 / 6.10 eV
- LUMO energy (alpha / beta): -4.12 / -4.12 eV
- Strongest force on any atom: 3.965 eV/Å
- Total charge: +1

CARTESIAN COORDINATES (ANGSTROEM)
Ca  -0.746  -0.138  -3.834
O  -2.308  -3.055  -5.454
O  -0.002  0.542  -8.576
O  0.748  2.704  0.900
O  -3.040  0.529  -6.618
O  0.508  -3.566  -3.243
O  -4.093  -1.265  -2.777
N  1.068  1.313  2.701
N  -0.616  -0.475  -1.455
C  -1.220  -1.508  -0.828
C  -1.439  -1.484  0.552
C  -1.609  -2.147  -5.140
C  0.158  -2.480  -3.295
C  1.433  -0.014  3.211
C  -0.081  0.509  0.664
C  1.450  2.434  3.573
C  0.669  -0.368  4.471
C  2.850  2.345  4.166
C  -0.006  0.516  -0.743
C  -3.078  -0.986  -3.249
C  -2.355  0.206  -5.748
C  -0.095  0.105  -7.521
C  0.629  1.593  1.425
C  -0.940  -0.406  1.284
H  2.987  1.476  4.826
H  -1.519  -2.363  -1.455
H  1.265  -0.756  2.427
H  0.542  1.331  -1.254
H  -0.590  -1.957  -5.677
H  -1.993  -2.305  1.015
H  2.510  0.018  3.423
H  -0.414  -0.271  4.334
H  0.885  -1.411  4.713
H  0.724  2.463  4.400
H  3.609  2.312  3.371
H  1.354  3.359  2.991
H  3.018  3.251  4.765
H  0.972  0.246  5.325
H  -1.231  -0.296  2.333

natural (NBO) atomic charge list, values in e, 2 entries: number 1, Ca, carries 1.672; number 2, O, carries -0.528